1.
Formula: C9H13NO2
Source: the Open Molecules 2025 dataset
Level of theory: ωB97M-V with the def2-TZVPD basis set

Last column: Mulliken charge in e.
Cartesian coordinates (Å):
1 C 0.732 -0.448 2.846  -0.5172
2 C 1.997 0.320 3.050  0.6245
3 O 2.086 1.458 3.453  -0.6131
4 N 3.165 -0.343 2.676  -0.3962
5 H 0.887 -1.519 2.878  0.3439
6 H 0.187 0.150 2.059  -0.0950
7 H 4.009 0.202 2.669  0.2186
8 H 3.242 -1.343 2.643  0.1819
9 H 0.022 -0.059 3.620  0.2593
10 C 0.581 -0.372 -3.429  -1.3342
11 C -1.005 1.142 -0.320  -0.5945
12 C -2.150 0.381 -0.280  0.5409
13 C -0.091 0.896 -1.345  -0.3255
14 C -0.329 -0.096 -2.290  0.6518
15 C -2.500 -0.569 -1.247  -0.6434
16 C -1.582 -0.746 -2.257  -0.4685
17 O -2.930 0.368 0.910  -0.5330
18 H -0.861 1.918 0.432  0.4182
19 H 0.679 1.657 -1.444  0.2866
20 H -3.419 -1.150 -1.163  0.4150
21 H -3.574 1.067 0.781  0.3159
22 H 1.328 0.419 -3.523  0.3424
23 H -0.048 -0.591 -4.306  0.3568
24 H -1.690 -1.504 -3.041  0.2988
25 H 1.262 -1.241 -3.372  0.2661

Summary:
* total charge: 0
* spin multiplicity: 1
* lowest unoccupied orbital energy: 0.8 eV
* M: 167.21 g mol⁻¹
* E_HOMO: -0.3259 Ha
* HOMO-LUMO gap: 9.7 eV
* SMILES: Cc1ccc(O)cc1.CC(N)=O

***

2.
Formula: C9H13NO2
Source: the Open Molecules 2025 dataset
Level of theory: ωB97M-V with the def2-TZVPD basis set

Last column: Mulliken charge in e.
Cartesian coordinates (Å):
1 C 1.198 0.492 -3.214  -1.4733
2 C 0.784 1.996 -1.161  -0.5681
3 C 1.130 0.782 -1.731  0.9373
4 C 0.864 2.260 0.165  -0.4819
5 C 1.540 -0.218 -0.866  -0.6102
6 C 1.276 1.231 1.088  0.4316
7 C 1.533 -0.032 0.536  -0.8250
8 O 1.004 1.499 2.363  -0.5529
9 H 0.564 2.801 -1.838  0.3796
10 H 0.600 3.193 0.656  0.3880
11 H 1.198 -0.575 -3.287  0.3819
12 H 2.163 0.919 -3.581  0.2848
13 H 2.066 -1.074 -1.257  0.3577
14 H 1.898 -0.859 1.109  0.6307
15 H 0.983 0.708 2.912  0.3241
16 H 0.406 0.959 -3.765  0.3904
17 C -0.826 -1.688 0.156  -0.5401
18 C -2.162 -1.753 0.830  0.3573
19 O -2.285 -1.613 2.027  -0.5999
20 N -3.269 -1.989 0.030  -0.4106
21 H -0.750 -0.616 -0.091  0.1196
22 H -0.672 -2.291 -0.735  0.3984
23 H -4.033 -2.526 0.399  0.2342
24 H -3.140 -2.088 -0.960  0.2057
25 H -0.051 -1.984 0.896  0.2406

Summary:
* total charge: 0
* spin multiplicity: 1
* lowest unoccupied orbital energy: 0.7 eV
* M: 167.21 g mol⁻¹
* E_HOMO: -0.3055 Ha
* HOMO-LUMO gap: 9.0 eV
* SMILES: Cc1ccc(O)cc1.CC(N)=O

***

3.
Formula: C9H13NO4S
Source: the Open Molecules 2025 dataset
Level of theory: ωB97M-V with the def2-TZVPD basis set

Last column: Mulliken charge in e.
Cartesian coordinates (Å):
1 C 3.608 1.452 1.401  -0.7239
2 C -1.287 -2.335 1.760  -0.6398
3 C 3.050 1.445 0.212  -0.3674
4 C -1.830 -1.382 1.043  -0.4154
5 C 2.121 0.383 -0.185  0.7161
6 C -1.228 0.490 -1.917  -1.2378
7 C -1.436 0.031 0.864  -0.0041
8 C -0.144 0.000 -1.011  0.8454
9 C 0.132 -1.484 -1.015  -1.2141
10 N 0.916 0.829 -0.707  -0.0445
11 O 2.449 -0.810 -0.059  -0.5828
12 O -1.789 2.313 -0.113  -0.6272
13 O -3.842 1.054 0.485  -0.6867
14 O -2.491 0.328 -1.431  -0.3634
15 S -2.507 1.072 0.023  1.1928
16 H 4.352 2.262 1.637  0.2428
17 H 3.462 0.703 2.148  0.3077
18 H -1.663 -3.435 1.775  0.1968
19 H -0.507 -2.267 2.387  0.4150
20 H 3.129 2.250 -0.599  0.2467
21 H -2.712 -1.687 0.330  0.1285
22 H -1.058 1.617 -2.090  0.4288
23 H -1.216 0.121 -2.900  0.4763
24 H -0.947 0.588 1.705  0.3941
25 H 0.242 -1.743 0.155  0.1114
26 H 1.132 -1.587 -1.519  0.5988
27 H -0.778 -2.008 -1.510  0.2993
28 H 0.844 1.801 -0.869  0.3066

Summary:
* total charge: 0
* spin multiplicity: 1
* lowest unoccupied orbital energy (alpha / beta): -0.3 / -0.3 eV
* M: 231.27 g mol⁻¹
* E_HOMO (alpha / beta): -0.3080 / -0.3080 Ha
* HOMO-LUMO gap (alpha / beta): 8.1 / 8.1 eV

***

4.
Formula: C9H13NSi
Source: the Open Molecules 2025 dataset
Level of theory: ωB97M-V with the def2-TZVPD basis set

Last column: Mulliken spin population.
Cartesian coordinates (Å):
1 C 0.627 1.560 -3.673  0.3595
2 C -0.125 2.190 -2.674  0.4868
3 C 1.189 0.349 -3.311  -0.0412
4 C -0.253 1.655 -1.409  -0.0533
5 C 1.078 -0.256 -2.085  0.6066
6 C 0.273 0.424 -1.113  0.2957
7 C -1.396 -0.752 2.074  0.0150
8 C -1.216 0.466 1.156  -0.0272
9 C -0.003 -1.268 2.499  -0.0058
10 N 0.139 -0.177 0.105  0.2097
11 Si 0.977 -1.425 0.915  0.0348
12 H 0.514 2.226 -4.505  0.0062
13 H -0.471 3.177 -2.996  0.0389
14 H 1.947 -0.194 -3.936  -0.0004
15 H -1.038 1.978 -0.761  -0.0153
16 H 1.632 -1.074 -1.810  0.0554
17 H -2.113 -0.494 2.905  -0.0012
18 H -1.813 -1.624 1.428  0.0019
19 H -2.154 0.730 0.584  -0.0031
20 H -0.803 1.301 1.705  0.0013
21 H 0.463 -0.518 3.169  0.0022
22 H -0.179 -2.110 3.034  -0.0011
23 H 2.486 -1.329 1.558  0.0282
24 H 0.705 -2.716 0.116  0.0066

Summary:
* total charge: 0
* spin multiplicity: 3
* lowest unoccupied orbital energy (alpha / beta): 0.6 / -1.9 eV
* M: 163.30 g mol⁻¹
* E_HOMO (alpha / beta): -0.1470 / -0.3205 Ha
* HOMO-LUMO gap (alpha / beta): 4.6 / 6.8 eV

***

5.
Formula: C9H14
Source: the Open Molecules 2025 dataset
Level of theory: ωB97M-V with the def2-TZVPD basis set

Last column: Mulliken spin population.
Cartesian coordinates (Å):
1 C -0.781 0.948 1.891  0.0332
2 C -2.048 0.338 1.495  0.0500
3 H -0.218 1.530 1.284  -0.0289
4 H -0.704 1.546 2.872  -0.0304
5 H -0.040 0.204 2.199  0.0160
6 H -1.998 -0.360 0.770  -0.0019
7 H -2.796 1.038 1.344  -0.0025
8 H -2.474 -0.260 2.440  -0.0147
9 C -0.768 -0.199 -2.529  0.0132
10 C 0.159 -0.227 -1.387  0.3373
11 C 0.160 -1.117 -0.268  0.1338
12 C 1.281 0.593 -1.406  0.1144
13 C 1.199 -1.281 0.557  -0.0146
14 C 2.345 0.437 -0.516  -0.1310
15 C 2.444 -0.651 0.380  0.4646
16 H -0.452 -0.775 -3.424  -0.0070
17 H -1.145 0.753 -2.858  0.0350
18 H -0.827 -1.614 -0.097  0.0079
19 H 1.172 1.407 -2.047  0.0186
20 H 0.844 -1.884 1.393  -0.0624
21 H 3.100 1.115 -0.937  -0.0213
22 H 3.178 -0.829 1.081  0.0824
23 H -1.630 -0.714 -2.238  0.0083

Summary:
* total charge: -1
* spin multiplicity: 2
* lowest unoccupied orbital energy (alpha / beta): 4.0 / 4.0 eV
* M: 122.21 g mol⁻¹
* E_HOMO (alpha / beta): 0.0310 / -0.1232 Ha
* HOMO-LUMO gap (alpha / beta): 3.2 / 7.3 eV

***

6.
Formula: C9H14
Source: the Open Molecules 2025 dataset
Level of theory: ωB97M-V with the def2-TZVPD basis set

Last column: Mulliken spin population.
Cartesian coordinates (Å):
1 C -0.050 -4.270 1.251  -0.0040
2 C -0.576 -2.810 1.613  0.0041
3 H 0.404 -4.192 0.269  -0.0003
4 H 0.768 -4.686 1.888  0.0000
5 H -0.976 -4.958 1.352  0.0000
6 H 0.373 -2.417 2.098  -0.0031
7 H -0.653 -2.136 0.764  0.0121
8 H -1.352 -2.657 2.314  0.0040
9 C -0.869 0.436 1.435  0.0094
10 C -1.132 1.252 -0.924  0.4675
11 C -0.248 0.999 0.247  0.0604
12 C -0.482 1.544 -2.147  0.0763
13 C 1.079 1.203 0.227  -0.0478
14 C 0.889 1.918 -2.039  -0.0563
15 C 1.730 1.631 -0.959  0.3994
16 H -2.195 1.282 -0.846  0.0471
17 H -1.068 1.808 -3.051  0.0091
18 H -1.643 -0.343 1.438  -0.0051
19 H -1.470 1.361 1.640  0.0028
20 H 1.682 1.126 1.141  -0.0083
21 H 1.437 2.346 -2.879  -0.0059
22 H 2.851 1.759 -0.801  0.0325
23 H -0.205 0.289 2.443  0.0059

Summary:
* total charge: -1
* spin multiplicity: 2
* lowest unoccupied orbital energy (alpha / beta): 3.5 / 3.5 eV
* M: 122.21 g mol⁻¹
* E_HOMO (alpha / beta): 0.0309 / -0.1126 Ha
* HOMO-LUMO gap (alpha / beta): 2.7 / 6.6 eV

***

7.
Formula: C9H14
Source: the Open Molecules 2025 dataset
Level of theory: ωB97M-V with the def2-TZVPD basis set

Last column: Mulliken charge in e.
Cartesian coordinates (Å):
1 C 0.164 0.423 1.440  -1.1682
2 C 2.959 -2.156 -0.418  -0.5097
3 C 3.174 -1.783 0.885  -0.4469
4 C 2.028 -1.482 -1.214  -0.4221
5 C 2.248 -0.942 1.524  -0.4848
6 C 1.228 -0.532 -0.616  -0.2564
7 C 1.266 -0.306 0.750  0.7402
8 H 3.693 -2.793 -0.900  0.3209
9 H 3.977 -2.217 1.468  0.3519
10 H 1.958 -1.675 -2.274  0.3775
11 H 2.391 -0.791 2.584  0.3082
12 H 0.517 -0.033 -1.270  0.3337
13 H 0.008 1.407 0.999  0.2757
14 H 0.229 0.509 2.522  0.3628
15 H -0.759 -0.140 1.254  0.2177
16 C -2.862 1.434 -0.148  -0.5314
17 C -3.414 1.653 -1.569  -0.9768
18 H -3.347 2.094 0.582  0.3394
19 H -3.088 0.421 0.167  0.2885
20 H -1.809 1.648 -0.028  0.0038
21 H -2.853 1.053 -2.271  0.2993
22 H -3.221 2.697 -1.844  0.2712
23 H -4.485 1.512 -1.621  0.3054

Summary:
* total charge: 0
* spin multiplicity: 1
* lowest unoccupied orbital energy: 1.0 eV
* M: 122.21 g mol⁻¹
* E_HOMO: -0.3296 Ha
* HOMO-LUMO gap: 10.0 eV
* SMILES: Cc1ccccc1.CC

***

8.
Formula: C9H14
Source: the Open Molecules 2025 dataset
Level of theory: ωB97M-V with the def2-TZVPD basis set

Last column: Mulliken charge in e.
Cartesian coordinates (Å):
1 C 0.770 2.452 0.619  -0.4272
2 C 0.871 3.948 0.222  -1.0041
3 H 1.247 2.368 1.606  0.2956
4 H -0.348 2.177 0.701  0.1744
5 H 1.371 1.825 -0.072  0.0990
6 H 0.327 4.151 -0.701  0.3022
7 H 1.855 4.303 0.012  0.3332
8 H 0.474 4.537 1.119  0.2560
9 C -1.444 -0.257 -1.628  -0.9914
10 C 0.594 -1.062 -0.301  -0.2081
11 C -0.749 -1.131 -0.625  0.7013
12 C 1.193 -1.983 0.565  -0.3852
13 C -1.473 -2.344 -0.156  -0.6933
14 C 0.542 -3.042 1.123  -0.5738
15 C -0.789 -3.223 0.705  -0.2050
16 H 1.248 -0.277 -0.829  0.3163
17 H 2.285 -1.940 0.628  0.3079
18 H -2.494 -0.632 -1.762  0.3244
19 H -1.071 -0.346 -2.606  0.3474
20 H -2.539 -2.437 -0.303  0.2857
21 H 1.083 -3.688 1.824  0.3681
22 H -1.419 -4.168 0.927  0.2197
23 H -1.536 0.772 -1.067  0.1570

Summary:
* total charge: 0
* spin multiplicity: 1
* lowest unoccupied orbital energy: 1.0 eV
* M: 122.21 g mol⁻¹
* E_HOMO: -0.3301 Ha
* HOMO-LUMO gap: 10.0 eV
* SMILES: Cc1ccccc1.CC

***

9.
Formula: C9H14
Source: the Open Molecules 2025 dataset
Level of theory: ωB97M-V with the def2-TZVPD basis set

Last column: Mulliken charge in e.
Cartesian coordinates (Å):
1 C 3.121 0.895 0.264  -1.4593
2 C -0.628 0.415 -1.557  -0.7232
3 C -0.508 1.373 -0.542  -0.4528
4 C 0.462 -0.209 -2.091  -0.2180
5 C 0.665 1.420 0.205  -0.6223
6 C 1.712 -0.118 -1.452  -0.5382
7 C 1.770 0.780 -0.397  1.1201
8 H -1.546 0.252 -2.102  0.4438
9 H -1.506 1.758 -0.299  0.3462
10 H 0.490 -0.632 -3.090  0.3845
11 H 0.916 2.115 1.003  0.3845
12 H 2.607 -0.670 -1.740  0.3281
13 H 3.807 1.671 -0.062  0.2718
14 H 3.683 -0.017 0.157  0.3756
15 H 3.026 0.959 1.362  0.3631
16 C -2.348 -0.809 1.932  -0.8233
17 C -2.123 -1.640 0.683  -0.6854
18 H -1.449 -0.287 2.275  0.2360
19 H -3.103 -0.028 1.695  0.1965
20 H -2.666 -1.419 2.776  0.3624
21 H -2.229 -2.711 0.925  0.3177
22 H -2.915 -1.704 -0.076  0.3206
23 H -1.238 -1.394 0.129  0.0714

Summary:
* total charge: 0
* spin multiplicity: 1
* lowest unoccupied orbital energy: 1.0 eV
* M: 122.21 g mol⁻¹
* E_HOMO: -0.3309 Ha
* HOMO-LUMO gap: 10.0 eV
* SMILES: Cc1ccccc1.CC

***

10.
Formula: C9H14
Source: the Open Molecules 2025 dataset
Level of theory: ωB97M-V with the def2-TZVPD basis set

Last column: Mulliken charge in e.
Cartesian coordinates (Å):
1 C -0.545 -2.224 -1.560  -1.4583
2 C -1.127 1.143 0.119  -0.5653
3 C -1.727 0.734 1.316  -0.3175
4 C -0.632 0.202 -0.755  -0.3370
5 C -0.867 -1.162 -0.552  0.5181
6 C -1.818 -0.614 1.620  -0.5429
7 C -1.320 -1.540 0.695  -0.2468
8 H -0.923 2.209 0.082  0.3422
9 H -2.241 1.466 1.923  0.3845
10 H -0.208 0.558 -1.673  0.4149
11 H -2.415 -0.867 2.487  0.3382
12 H -0.419 -1.878 -2.587  0.3844
13 H -1.415 -2.843 -1.707  0.3966
14 H -1.228 -2.541 1.069  0.3838
15 H 0.322 -2.812 -1.271  0.2972
16 C 3.235 1.672 0.574  -0.8745
17 C 2.975 1.344 -0.894  -0.6892
18 H 4.096 1.100 0.924  0.2766
19 H 3.623 2.685 0.689  0.2804
20 H 2.394 1.471 1.222  0.2759
21 H 2.052 1.891 -1.117  0.1342
22 H 2.824 0.297 -1.159  0.2447
23 H 3.739 1.733 -1.571  0.3600

Summary:
* total charge: 0
* spin multiplicity: 1
* lowest unoccupied orbital energy: 1.0 eV
* M: 122.21 g mol⁻¹
* E_HOMO: -0.3317 Ha
* HOMO-LUMO gap: 10.1 eV
* SMILES: Cc1ccccc1.CC

***

In kcal per mole, the relative energy (zero: lowest compared OMol25 entry of this formula, charge and spin) values for the records above are, in order, 25.74 23.55 34.38 37.94 45.98 46.10 10.18 30.62 28.36 15.16.